No. 1
{"formula": "C9H17N2P", "method": "wB97M-V/def2-TZVPD", "homo_lumo_gap_ev": 9.082, "charge": 0, "smiles": "CC(C)(C)[C@@](C)(P)c1ncc[nH]1", "species": ["C", "C", "C", "C", "C", "C", "C", "C", "C", "N", "N", "P", "H", "H", "H", "H", "H", "H", "H", "H", "H", "H", "H", "H", "H", "H", "H", "H", "H"], "coordinates": [[3.192368, -0.037835, 1.251463], [3.113965, 0.946964, 0.286462], [1.102534, 0.198464, 0.747049], [-1.003525, 1.603963, 0.879910], [-0.238406, -1.729539, -1.035879], [-0.596008, 0.494353, -1.898561], [-2.556663, -0.677172, -0.617219], [-0.498529, 0.097482, 0.646082], [-1.070111, -0.460810, -0.702530], [1.970367, -0.445910, 1.588845], [1.763532, 1.156829, 0.073000], [-0.926624, -1.067656, 2.103807], [4.173165, -0.209632, 1.791016], [3.899973, 1.479248, -0.171125], [-0.923026, 1.825078, 1.937035], [-1.983512, 1.816388, 0.565713], [-0.352664, 2.260182, 0.324787], [-0.445469, -2.145066, -2.076845], [0.750012, -1.350207, -0.950551], [-0.427737, -2.530250, -0.296180], [-0.921345, -0.042756, -2.701839], [-1.051548, 1.459302, -1.977085], [0.460217, 0.528945, -1.962524], [-2.797021, -1.324250, 0.290114], [-3.010536, 0.240699, -0.430382], [-2.942837, -1.079431, -1.558425], [1.273787, 1.757807, -0.597755], [0.127320, -0.696625, 2.963621], [-0.081682, -2.068566, 1.527995]], "atomic_forces_ev_per_a": [[2.1, 1.9, -0.3], [-0.4, -0.2, 0.7], [-0.7, -0.4, 1.7], [1.5, -1.8, 0.5], [-1.9, -0.8, -0.4], [-1.3, -0.4, 2.6], [0.5, -1.7, 0.7], [1.2, 1.2, 1.4], [2.6, 0.4, -0.6], [-2.5, -0.5, -1.2], [0.4, -0.4, -1.2], [0.0, -0.1, -0.6], [-1.6, -0.5, -0.6], [0.4, 0.7, -0.5], [0.1, 0.3, 0.2], [-1.4, -0.1, -0.4], [0.1, 0.4, 0.0], [0.3, 0.6, 1.3], [1.2, -0.5, -0.2], [0.3, 0.3, -0.6], [-0.8, -1.2, -2.7], [-0.2, 0.8, 0.4], [1.0, 0.2, 0.0], [0.2, 0.5, -1.5], [-1.1, 1.6, 0.2], [-0.1, -0.2, 0.3], [0.9, -0.4, 0.4], [-0.2, 0.2, 0.0], [-0.4, 0.1, 0.6]]}

=====

No. 2
{"formula": "C2H30O14", "method": "wB97M-V/def2-TZVPD", "homo_lumo_gap_ev": [10.937, 3.790], "multiplicity": 2, "charge": 1, "species": ["O", "C", "C", "H", "H", "H", "H", "H", "H", "O", "H", "H", "O", "H", "H", "O", "H", "H", "O", "H", "H", "O", "H", "H", "O", "H", "H", "O", "H", "H", "O", "H", "H", "O", "H", "H", "O", "H", "H", "O", "H", "H", "O", "H", "H", "O"], "coordinates": [[-1.559284, 0.319963, 2.581938], [-0.992308, -0.744226, 1.920271], [-0.270779, -0.317017, 0.654880], [-1.769775, -1.473794, 1.725026], [-0.899288, 0.123918, -0.091524], [0.254907, -1.145463, 0.175122], [0.478660, 0.469257, 0.862215], [-0.545934, 2.113077, -2.882393], [0.423130, 3.317768, -3.052649], [-0.420691, 3.067580, -2.632561], [0.670390, 2.232627, -0.102400], [-0.353853, 2.968897, -0.921112], [-0.213631, 2.645074, -0.005498], [-2.534608, 1.136043, 1.114102], [-1.848405, 1.973733, 0.044687], [-2.666428, 1.452894, 0.220525], [0.360976, -3.073527, 0.088161], [0.738672, -2.719847, 1.532324], [1.077845, -3.090481, 0.724294], [2.475186, -0.174139, 1.503950], [1.081249, 1.639795, 2.537625], [2.139701, 0.259127, 2.317021], [0.047424, 2.650674, 1.780834], [-0.886346, 1.079250, 2.712664], [0.277554, 2.202579, 2.650341], [2.383038, 0.628674, -0.155135], [2.864181, 1.916539, 0.520248], [2.260107, 1.610112, -0.171414], [0.451380, -1.991821, -1.970987], [1.621665, -1.861925, -2.999312], [1.207767, -1.382167, -2.289429], [-2.672818, 0.155984, -0.822733], [-3.495976, -0.627391, -1.882279], [-2.569400, -0.591847, -1.503180], [0.138327, -0.092128, -2.833623], [-1.373610, 0.127472, -2.627993], [-0.638535, 0.430672, -3.106087], [2.263373, -1.080283, -0.947583], [2.268206, -1.871793, 0.319711], [2.686526, -1.055791, -0.048813], [1.453066, -0.395050, 2.616478], [-0.277953, -1.379897, 3.652693], [0.012349, -1.344090, 2.731216], [-1.237157, -3.454174, -1.583467], [-1.543360, -1.980922, -1.191121], [-0.865540, -2.673934, -1.165034]], "atomic_forces_ev_per_a": [[-0.1, -0.5, -1.0], [1.2, 0.5, 1.8], [0.8, 0.6, -1.7], [-0.5, -0.3, -0.4], [-0.4, 0.0, 0.0], [-0.4, 0.0, 0.6], [-0.5, -0.5, 0.6], [0.1, 0.4, 0.0], [-0.6, 0.0, 0.2], [0.5, -0.2, -0.2], [0.2, 0.0, 0.0], [-0.1, 0.5, -0.5], [0.0, -0.1, 0.5], [-0.4, 0.1, 0.3], [-0.2, 0.0, 0.0], [0.0, 0.1, -0.5], [-0.5, -0.2, -0.2], [-0.2, -0.1, 0.6], [1.0, -0.5, 0.0], [0.1, 0.2, 0.2], [0.4, 0.0, -0.3], [-0.7, -0.8, 0.6], [0.4, -0.2, 0.3], [1.0, 0.7, 0.7], [-1.5, -0.3, -0.4], [0.1, 0.7, -0.2], [0.0, 0.1, -0.2], [0.2, -0.4, 0.2], [1.1, 0.9, -0.5], [0.4, -0.2, -0.6], [-1.3, -0.8, 0.9], [0.1, -0.4, -0.5], [1.5, -0.2, 0.4], [-2.2, 0.6, 0.3], [-0.3, 0.1, -0.2], [-1.7, -0.9, 1.0], [2.0, 1.0, -1.3], [0.5, 0.0, 0.3], [0.4, 0.1, 0.0], [-0.4, -0.5, -0.5], [1.2, 0.7, -0.1], [-0.1, -0.1, 0.2], [-0.8, 0.1, -0.1], [-0.2, -0.2, -0.1], [-0.6, 0.4, -0.2], [0.3, -0.5, 0.0]]}

=====

No. 3
{"formula": "H16O8Sn", "method": "wB97M-V/def2-TZVPD", "homo_lumo_gap_ev": 10.719, "charge": 2, "species": ["Sn", "O", "H", "H", "O", "H", "H", "O", "H", "H", "O", "H", "H", "O", "H", "H", "O", "H", "H", "O", "H", "H", "O", "H", "H"], "coordinates": [[-4.888000, -4.826000, 2.232000], [-5.336000, -4.229000, 4.842000], [-6.207000, -4.008000, 5.166000], [-4.891000, -4.875000, 5.451000], [-7.141000, -5.888000, 0.823000], [-7.025000, -6.838000, 0.721000], [-7.528000, -5.552000, -0.003000], [-6.368000, -2.737000, 2.216000], [-6.523000, -2.073000, 2.880000], [-7.068000, -2.453000, 1.587000], [-5.828000, -6.840000, 3.665000], [-5.589000, -7.647000, 4.127000], [-6.735000, -6.645000, 3.836000], [-3.630000, -2.575000, 2.885000], [-2.772000, -2.311000, 2.600000], [-3.785000, -1.929000, 3.564000], [-4.262000, -6.830000, 0.770000], [-4.972000, -7.085000, 0.211000], [-3.924000, -7.651000, 1.120000], [-2.980000, -5.742000, 3.573000], [-2.757000, -6.575000, 3.898000], [-2.133000, -5.303000, 3.542000], [-5.422000, -3.789000, -0.182000], [-5.367000, -2.954000, -0.621000], [-6.001000, -4.224000, -0.748000]], "atomic_forces_ev_per_a": [[-0.3, 0.4, 0.3], [1.1, -0.7, -0.2], [-0.3, -0.1, 0.6], [-0.9, 1.0, -0.6], [0.4, 0.3, -0.1], [-0.5, -0.1, -0.1], [-0.1, -0.4, 0.4], [-1.3, 0.4, -0.8], [0.3, 0.4, 1.0], [0.6, -0.7, 0.0], [1.1, 0.1, -0.7], [-0.2, -0.2, 0.1], [-1.2, -0.1, 0.4], [-0.4, -0.7, -0.1], [1.3, 0.1, -0.8], [-0.6, 0.4, 0.8], [0.7, 0.7, 0.8], [-0.9, -0.3, -1.1], [0.4, -0.5, 0.2], [-0.6, 1.9, -0.8], [0.3, -2.6, 0.9], [0.5, 0.6, -0.1], [1.2, 0.4, 1.5], [0.6, 1.4, -0.2], [-1.5, -1.8, -1.5]]}

=====

No. 4
{"formula": "C10H8N2", "method": "wB97M-V/def2-TZVPD", "homo_lumo_gap_ev": 8.434, "charge": 0, "smiles": "c1ccc(-c2ccccn2)nc1", "species": ["C", "C", "C", "C", "C", "C", "C", "C", "C", "C", "H", "H", "H", "H", "H", "H", "H", "H", "N", "N"], "coordinates": [[2.217295, -1.340138, 1.628126], [3.240983, -0.739071, 0.928714], [2.986679, 0.100256, -0.119885], [0.695900, -0.190328, 0.164151], [0.922431, -1.009310, 1.345196], [-0.642672, 0.154932, -0.141522], [-0.936831, 1.094203, -1.204333], [-2.258705, 1.401240, -1.518018], [-3.385338, 0.685468, -0.962562], [-2.923028, -0.316991, -0.012915], [2.211638, -1.732577, 2.424340], [4.469297, -0.733181, 1.186882], [3.610889, 0.598121, -0.742060], [0.152228, -1.321840, 1.736455], [-0.128358, 1.564769, -1.659061], [-2.203661, 2.012505, -2.308607], [-4.247236, 0.922026, -1.274301], [-3.802823, -0.972922, 0.619032], [1.719430, 0.389649, -0.470089], [-1.698118, -0.566810, 0.380459]], "atomic_forces_ev_per_a": [[-1.3, 6.0, -8.9], [5.2, 0.4, 0.4], [-4.0, -1.1, 1.1], [2.8, -0.8, 3.1], [6.8, 4.2, -7.8], [-4.3, 0.9, -3.3], [-1.0, -2.1, 3.4], [0.0, -3.6, 2.5], [10.6, -1.6, 2.6], [-4.4, -0.2, 0.9], [1.7, -6.2, 10.8], [-3.7, -0.7, -0.3], [2.7, 1.2, -1.2], [-7.4, -3.4, 4.6], [1.1, 0.8, -0.8], [-1.3, 2.7, -2.8], [-6.7, 1.1, -1.8], [2.5, 1.8, -2.0], [-1.0, -0.4, -0.4], [1.8, 0.9, -0.2]]}

=====

No. 5
{"formula": "C4H6N2S", "method": "wB97M-V/def2-TZVPD", "homo_lumo_gap_ev": 8.208, "charge": 0, "smiles": "[S-][N+]1=NCC=CC1", "species": ["C", "C", "C", "C", "N", "N", "S", "H", "H", "H", "H", "H", "H"], "coordinates": [[-0.162041, 0.468250, 0.837725], [-0.943072, 0.157208, -0.219626], [1.390006, 0.323308, 0.612288], [-0.339653, -0.756218, -1.176905], [1.640176, 0.607426, -0.812624], [0.938112, 0.015594, -1.630827], [1.230276, 0.070759, -3.356775], [-0.486528, 1.148795, 1.623323], [-1.977683, 0.468533, -0.333113], [2.039127, 1.130029, 1.078651], [1.845138, -0.661562, 0.636053], [0.021647, -1.745942, -0.779529], [-0.894162, -0.926949, -2.223950]], "atomic_forces_ev_per_a": [[0.9, 0.8, -0.9], [-0.2, -0.5, 2.4], [-1.0, 1.5, -0.8], [0.6, -0.6, -3.7], [0.5, -0.1, -0.5], [-0.2, -0.3, -1.7], [-0.3, -0.1, 1.4], [0.0, -0.2, -0.1], [0.2, -0.1, 0.2], [-1.1, -1.4, 0.2], [-0.1, -0.4, 1.1], [-0.4, 1.0, -0.2], [1.1, 0.3, 2.7]]}

=====

No. 6
{"formula": "As4ClF24Ti", "method": "wB97M-V/def2-TZVPD", "homo_lumo_gap_ev": [4.094, 7.709], "multiplicity": 5, "charge": -3, "species": ["Ti", "Cl", "As", "F", "F", "F", "F", "F", "F", "As", "F", "F", "F", "F", "F", "F", "As", "F", "F", "F", "F", "F", "F", "As", "F", "F", "F", "F", "F", "F"], "coordinates": [[-10.935000, 6.205610, 2.499150], [-8.370210, 6.620450, 2.390460], [-11.729840, 8.606680, 5.345080], [-11.311380, 9.896070, 6.567210], [-12.647150, 7.792720, 6.639120], [-12.113490, 7.303990, 4.106220], [-10.745890, 9.348540, 4.034060], [-10.194430, 7.881700, 5.923310], [-13.196280, 9.472400, 4.848810], [-11.758290, 9.548930, 0.115440], [-11.672260, 8.219650, -1.136410], [-9.966470, 9.365970, 0.572070], [-11.886210, 10.789190, 1.389840], [-13.494050, 9.835380, -0.246960], [-12.119420, 8.215420, 1.312040], [-11.324220, 10.673830, -1.182080], [-11.174380, 3.061740, 0.182180], [-10.888470, 1.718300, -0.904200], [-9.616220, 2.594560, 1.110240], [-11.452810, 4.332720, 1.489760], [-12.599440, 3.653870, -0.679650], [-12.123000, 2.098610, 1.279670], [-10.137000, 4.155500, -0.654210], [-10.343880, 3.011640, 5.401310], [-9.853760, 1.668480, 6.360230], [-9.528630, 4.124320, 6.514340], [-10.606040, 4.461880, 4.288270], [-11.068260, 1.868240, 4.298010], [-11.886000, 3.057400, 6.289970], [-8.749060, 2.910680, 4.594130]], "atomic_forces_ev_per_a": [[-0.8, -0.1, 0.1], [0.4, 0.1, 0.1], [1.4, 0.8, 0.6], [-0.7, -0.6, -1.4], [0.6, 0.3, -1.3], [0.4, 0.7, 1.4], [-1.1, -0.3, 1.3], [-1.5, -0.2, -0.8], [1.1, -0.5, 0.4], [0.8, -1.4, 0.4], [0.0, 1.6, 1.4], [-2.2, 0.2, -0.9], [0.2, -1.0, -1.4], [1.4, -0.5, 0.3], [0.2, 1.3, -0.9], [-0.2, -0.3, 1.0], [1.6, 0.1, 2.8], [-0.4, 0.7, 0.2], [-2.1, 0.3, -1.2], [0.3, -0.3, -1.1], [1.0, -0.7, 0.4], [0.1, -0.2, -1.0], [-0.5, -0.1, -0.4], [1.4, 1.1, -1.1], [0.1, -0.4, 0.7], [-1.1, -0.5, -0.2], [-0.6, -1.3, 1.1], [0.2, 0.9, 0.1], [1.1, 0.6, -0.8], [-1.0, -0.2, 0.1]]}